(1)
DFT (ωB97M-V with the def2-TZVPD basis set) results for a gas-phase ion, C9H14N5 (charge +1) at a distorted geometry.

Structure (XYZ):
```
28
Properties=species:S:1:pos:R:3:forces:R:3
N 1.1660 1.6656 0.8028 0.065 0.110 -0.011
N -0.9355 0.7229 0.6077 0.137 0.082 -0.067
N -0.7142 2.9711 1.0919 -0.013 0.114 0.025
N -1.0713 -1.6278 1.1928 -0.140 -0.250 0.136
N 1.7867 -1.7533 0.1658 -0.186 -0.251 -0.064
C -1.1069 -0.0332 -2.2311 0.144 -0.045 0.035
C 3.0718 -1.3430 0.3046 0.334 0.158 0.004
C -0.5377 -0.6900 0.2666 0.230 -0.060 -0.238
C 3.0892 0.0048 0.5581 0.018 0.036 0.009
C -0.1569 1.7801 0.8297 -0.134 0.121 0.023
C -1.0388 -1.0454 -1.1293 0.053 0.098 0.045
C 0.9576 -0.6937 0.3272 -0.236 0.952 0.252
C 1.7421 0.4095 0.5732 -0.397 -0.951 -0.207
C -2.3704 -0.5915 -1.6513 -0.094 -0.095 0.023
H -0.8490 0.9905 -2.0051 -0.017 0.089 0.091
H 3.8908 -2.0264 0.2152 0.133 -0.155 -0.019
H -1.7117 3.0937 1.1072 0.041 -0.027 -0.018
H -2.0719 -1.7505 1.1255 -0.038 -0.063 -0.050
H -2.9930 0.0531 -1.0491 -0.038 0.134 0.067
H 3.9504 0.6196 0.7154 0.271 0.078 0.031
H 1.7696 2.4577 0.9653 -0.214 0.006 -0.003
H -0.7827 -1.4821 2.1504 0.034 0.028 -0.005
H -2.9406 -1.2918 -2.2404 -0.024 -0.062 -0.039
H -0.1477 3.7796 1.2832 -0.019 -0.042 0.005
H -0.8136 -0.3391 -3.2220 -0.001 -0.087 -0.068
H -1.9347 0.8683 0.6422 0.101 0.062 0.053
H 1.4864 -2.7000 0.0001 0.023 0.037 0.048
H -0.7338 -2.0484 -1.3965 -0.034 -0.016 -0.058
```
Forces are in eV/Å.

## Properties
HOMO-LUMO gap: 8.894 eV
SMILES string: N[C@@]1(C2CC2)NC(=[NH2+])Nc2cc[nH]c21
energy relative to the best compared isomer or geometry (same formula, charge and spin): 0.0 kJ/mol
net charge: +1
lowest unoccupied orbital energy: -2.8 eV

Here are the Löwdin charges for atoms 1 to 8, given in e: atom 1 (N): 0.18, atom 2 (N): 0.20, atom 3 (N): 0.21, atom 4 (N): 0.13, atom 5 (N): 0.11, atom 6 (C): -0.08, atom 7 (C): -0.08, atom 8 (C): -0.42

(2)
DFT (ωB97M-V with the def2-TZVPD basis set) results for 2 unconnected molecules or ions with the total composition C9H14O at a distorted geometry.

Structure (XYZ):
```
24
Properties=species:S:1:pos:R:3:forces:R:3
O -1.2780 -1.4878 3.1578 0.482 -0.751 0.037
C -1.8301 -1.0012 1.9239 -0.669 -0.296 1.214
C 1.5024 -0.0645 -1.7076 -0.155 -0.860 0.274
C 1.6270 2.1405 -0.7373 0.132 0.385 -0.427
C 0.2982 2.0788 -0.3347 0.950 -0.532 0.343
C -0.3456 0.8638 -0.4923 -0.785 -0.196 -0.284
C 2.2096 1.1072 -1.4581 -0.423 -0.163 -0.223
C -3.3563 -0.9979 2.0733 0.169 -0.284 -0.255
C 0.2219 -0.2062 -1.1708 0.396 0.824 -0.008
C 2.1501 -1.2381 -2.4040 0.872 0.879 -0.606
H -0.6224 -2.1962 3.0385 -0.466 0.548 -0.233
H 3.1877 1.2272 -1.9055 0.162 -0.015 0.262
H -3.7007 -0.0557 2.4887 -0.190 -0.042 0.091
H 2.2353 3.0125 -0.5376 -0.146 0.189 -0.030
H -3.8390 -1.1869 1.1194 -0.097 0.350 -0.296
H -0.1439 2.9143 0.1831 -0.187 -0.003 0.072
H -3.6841 -1.8306 2.6972 0.196 0.136 0.220
H -0.3477 -1.1144 -1.3044 0.056 -0.137 -0.001
H -1.5615 -1.5972 1.0532 0.405 0.045 0.066
H 1.6516 -1.5592 -3.3190 -0.303 -0.035 0.179
H -1.4684 0.0154 1.8799 0.130 0.199 -0.657
H 3.1529 -0.9246 -2.7239 -0.111 -0.144 0.028
H -1.3408 0.7187 -0.1052 -0.202 0.215 -0.015
H 2.3037 -2.0805 -1.7473 -0.215 -0.314 0.250
```
Forces are in eV/Å.

## Properties
HOMO-LUMO gap: 9.961 eV
SMILES string: Cc1ccccc1.CCO
energy relative to the best compared isomer or geometry (same formula, charge and spin): 66.9 kJ/mol
lowest unoccupied orbital energy: 0.8 eV

Here are the Löwdin charges for atoms 1 to 8, given in e: atom 1 (O): -0.10, atom 2 (C): -0.31, atom 3 (C): -0.28, atom 4 (C): -0.09, atom 5 (C): -0.08, atom 6 (C): -0.11, atom 7 (C): -0.06, atom 8 (C): -0.08

(3)
DFT (ωB97M-V with the def2-TZVPD basis set) results for 2 unconnected molecules or ions with the total composition C9H14O at a distorted geometry.

Structure (XYZ):
```
24
Properties=species:S:1:pos:R:3:forces:R:3
O -0.2417 0.9396 2.4343 -1.071 0.297 0.476
C 1.0931 -0.3606 -0.5795 -0.408 -0.456 -0.378
C 3.3434 -0.5205 -1.6469 1.585 -0.506 0.097
C 2.4780 -0.0853 -0.5137 -2.219 -0.128 0.166
C 0.7290 0.6728 1.4957 -0.450 -0.244 2.124
C -3.9689 0.1417 0.0498 -0.289 0.148 0.298
C 2.0469 1.1031 1.6180 -1.215 -0.323 -1.727
C 0.2391 -0.1672 0.4876 1.296 1.400 -0.023
C -3.4064 -0.8927 -0.9137 0.339 0.068 -0.268
C 2.8781 0.6480 0.5936 1.808 -0.582 0.152
H 3.3516 -1.5602 -1.9965 -1.040 -0.152 0.555
H -2.9827 -0.4833 -1.8303 0.015 0.502 0.051
H -3.9865 -0.2135 1.0833 -0.066 -0.300 -0.125
H -0.0836 1.2930 3.3303 0.942 -0.220 -1.084
H -0.7941 -0.4631 0.5591 -0.075 -0.019 -0.319
H 0.6327 -0.7143 -1.5014 0.405 -0.484 0.094
H -2.5706 -1.4150 -0.4394 -0.358 -0.422 -0.154
H 2.3216 1.9179 2.2684 0.218 -0.361 0.481
H 3.9563 0.7407 0.7429 -0.134 0.532 -0.250
H -4.1900 -1.5516 -1.3003 0.239 -0.330 0.542
H -5.0034 0.3754 -0.2080 0.104 0.257 -0.010
H 4.3816 -0.5003 -1.2802 -0.007 0.821 -0.549
H 3.1649 0.0340 -2.5687 0.359 0.446 0.196
H -3.3883 1.0613 0.1155 0.021 0.057 -0.345
```
Forces are in eV/Å.

## Properties
HOMO-LUMO gap: 9.129 eV
SMILES string: Cc1ccc(O)cc1.CC
energy relative to the best compared isomer or geometry (same formula, charge and spin): 104.2 kJ/mol
lowest unoccupied orbital energy: 0.8 eV

Here are the Löwdin charges for atoms 1 to 8, given in e: atom 1 (O): 0.01, atom 2 (C): -0.04, atom 3 (C): -0.07, atom 4 (C): -0.29, atom 5 (C): -0.32, atom 6 (C): -0.17, atom 7 (C): -0.02, atom 8 (C): -0.01

(4)
DFT (ωB97M-V with the def2-TZVPD basis set) results for 2 unconnected molecules or ions with the total composition C9H14O at a distorted geometry.

Structure (XYZ):
```
24
Properties=species:S:1:pos:R:3:forces:R:3
O -0.3801 3.8464 -0.6046 0.296 -0.197 -0.005
C 0.0325 2.5447 -0.7429 -0.625 0.010 0.567
C 1.1276 2.0947 -0.0031 -1.252 0.851 -0.766
C -1.2590 -1.0456 1.4106 0.981 1.404 1.445
C -0.9109 -2.2519 2.2813 -1.117 -0.151 0.161
C 1.4676 0.7615 -0.0879 -0.204 0.841 0.399
C -0.6798 1.6603 -1.5240 0.680 -0.789 -1.512
C 1.3922 -1.5161 -1.1452 -0.915 -0.302 1.426
C -0.1914 0.3645 -1.7175 -0.397 0.275 0.270
C 0.8089 -0.1421 -0.9104 0.806 -0.059 -0.761
H -1.6637 -1.3211 0.4481 0.093 0.126 -0.211
H -1.4204 1.9417 -2.2676 -0.217 0.537 0.456
H 0.6206 -2.2893 -1.1844 -0.284 0.235 -1.086
H 1.5912 2.8863 0.5699 0.472 -0.474 0.340
H -1.7997 -2.5736 2.8399 -0.031 -0.347 -0.448
H 1.8412 -1.9196 -0.2278 0.891 0.652 -0.276
H -0.5896 -3.0385 1.5989 0.151 -0.277 0.437
H -0.6028 -0.1928 -2.5565 -0.065 -0.274 0.401
H -1.2070 3.9204 -1.0874 -0.084 0.240 -0.042
H 2.0467 -1.4577 -2.0069 0.176 -0.606 0.020
H -0.3992 -0.3652 1.3693 0.280 -0.663 -0.959
H -0.2036 -2.1156 3.0991 0.441 0.394 -0.449
H 2.2598 0.4988 0.5591 0.894 -0.856 0.379
H -1.8810 -0.2902 1.8900 -0.972 -0.569 0.216
```
Forces are in eV/Å.

## Properties
HOMO-LUMO gap: 9.300 eV
SMILES string: Cc1ccc(O)cc1.CC
energy relative to the best compared isomer or geometry (same formula, charge and spin): 90.0 kJ/mol
lowest unoccupied orbital energy: 0.9 eV

Here are the Löwdin charges for atoms 1 to 8, given in e: atom 1 (O): 0.04, atom 2 (C): -0.33, atom 3 (C): -0.01, atom 4 (C): -0.17, atom 5 (C): -0.16, atom 6 (C): -0.07, atom 7 (C): -0.03, atom 8 (C): -0.05

(5)
DFT (ωB97M-V with the def2-TZVPD basis set) results for 2 unconnected molecules or ions with the total composition C9H14O at a distorted geometry.

Structure (XYZ):
```
24
Properties=species:S:1:pos:R:3:forces:R:3
O -1.0838 1.6924 -0.9358 0.455 2.281 0.779
C -1.2794 0.5606 -0.1615 0.318 1.606 0.302
C 3.4920 2.2471 -1.8293 0.479 1.705 1.871
C -1.6858 -0.5447 -0.8711 0.856 -1.085 0.230
C 2.2180 1.6621 -1.2686 0.259 -3.235 -0.144
C -1.7496 -3.1407 2.0683 -0.056 -1.067 -1.211
C -1.0615 0.5010 1.2116 -0.307 -0.808 -0.948
C -1.2589 -0.7003 1.8732 -0.369 -0.051 -0.790
C -1.5708 -1.8997 1.2289 1.085 1.079 -1.481
C -1.6612 -1.7838 -0.1872 -1.087 -0.976 -0.701
H -1.2152 -0.6767 2.9259 0.273 -0.127 1.183
H -1.1015 -4.0547 1.8041 -1.378 1.174 -0.614
H -2.8979 -3.3306 1.9575 2.201 -0.332 1.227
H 3.9405 1.5916 -2.4600 1.386 -2.056 -2.048
H -0.7151 1.3441 1.7450 0.175 0.891 0.485
H 1.8769 0.6153 -1.7467 0.871 2.420 0.723
H -1.2336 -2.9466 3.0168 -1.379 0.197 0.449
H -0.8134 2.5924 -0.4955 -0.868 -3.125 -0.561
H -1.8063 -0.3855 -1.9590 -0.006 -0.626 0.754
H 1.4152 2.3221 -1.3823 -1.290 0.854 -0.024
H 4.3118 2.4872 -1.0837 -1.218 -0.180 -0.459
H 3.3333 3.1457 -2.4075 -0.193 0.342 -0.076
H 2.3536 1.4061 -0.2192 -0.231 0.142 0.147
H -1.8074 -2.7044 -0.8240 0.022 0.979 0.907
```
Forces are in eV/Å.

## Properties
HOMO-LUMO gap: 9.127 eV
SMILES string: Cc1ccc(O)cc1.CC
energy relative to the best compared isomer or geometry (same formula, charge and spin): 158.9 kJ/mol
lowest unoccupied orbital energy: 0.8 eV

Here are the Löwdin charges for atoms 1 to 8, given in e: atom 1 (O): -0.02, atom 2 (C): -0.34, atom 3 (C): -0.17, atom 4 (C): -0.02, atom 5 (C): -0.17, atom 6 (C): -0.07, atom 7 (C): -0.02, atom 8 (C): -0.06

(6)
DFT (ωB97M-V with the def2-TZVPD basis set) results for 2 unconnected molecules or ions with the total composition C9H14O at a distorted geometry.

Structure (XYZ):
```
24
Properties=species:S:1:pos:R:3:forces:R:3
O 0.6870 -0.0900 -3.2247 -0.426 -0.458 -1.084
C -0.9058 -0.0595 -1.5290 1.209 1.905 -0.623
C 1.1127 1.4872 -1.4895 -0.807 -0.922 1.418
C 0.2411 0.5605 -2.0945 1.258 -1.234 -1.071
C -0.3008 -2.5353 0.9103 -0.679 -0.383 -3.382
C -0.4777 1.3804 0.3876 1.301 -1.002 -3.019
C -1.2918 0.4362 -0.3119 -0.978 -0.287 1.214
C -0.9421 2.1428 1.4957 -0.057 0.657 3.124
C 0.7902 1.7789 -0.1537 -0.433 0.180 -1.249
C 1.0217 -2.0741 1.5043 0.113 1.263 -0.403
H -0.1857 -2.9161 -0.1875 0.733 0.390 1.569
H 1.1844 0.4029 -3.8912 -0.140 0.370 0.681
H -1.5603 -0.7249 -2.0907 0.631 -0.011 0.009
H 1.5700 2.4097 0.3341 -1.319 -0.329 0.258
H -1.9962 2.4039 1.3963 0.044 -0.073 0.281
H -0.6561 -3.4741 1.3626 -0.610 0.860 0.340
H -0.7486 1.5441 2.4300 -0.556 0.833 -0.383
H -2.2840 -0.0608 0.0496 1.810 1.677 -0.004
H 2.0767 1.8668 -1.9022 -1.078 -0.671 0.001
H 1.7512 -2.8541 1.2127 0.114 0.815 0.407
H 1.2747 -1.0308 1.0886 0.001 -1.694 0.409
H -0.3461 3.0732 1.5454 -0.521 -0.383 0.321
H -1.0186 -1.7237 0.5452 0.491 -1.172 1.973
H 1.0041 -1.9433 2.6125 -0.102 -0.331 -0.785
```
Forces are in eV/Å.

## Properties
HOMO-LUMO gap: 8.897 eV
SMILES string: Cc1ccc(O)cc1.CC
energy relative to the best compared isomer or geometry (same formula, charge and spin): 196.2 kJ/mol
lowest unoccupied orbital energy: 0.9 eV

Here are the Löwdin charges for atoms 1 to 8, given in e: atom 1 (O): 0.00, atom 2 (C): -0.04, atom 3 (C): -0.02, atom 4 (C): -0.30, atom 5 (C): -0.20, atom 6 (C): -0.32, atom 7 (C): -0.08, atom 8 (C): -0.09